[1]
Below is a molecular structure, C18H38BeF5N4O10S4 at a distorted geometry, with properties calculated with ωB97M-V/def2-TZVPD.

Calculated values
HOMO-LUMO gap (alpha / beta) = 4.78 / 7.69 eV
⟨S²⟩ = 0.752
E = -103040.2368 eV
strongest force on any atom = 0.14554 hartree/bohr
ΔE to the lowest compared entry with this formula, charge and spin = 0.0 kJ/mol
highest occupied orbital energy (alpha / beta) = -0.79 / -3.70 eV

```
! wB97M-V def2-TZVPD RIJCOSX def2/J DEFGRID3
* xyz -2 2
S -0.31 -11.45 -9.88
S -4.81 -14.03 -12.81
S -2.89 -13.28 -13.94
S -2.60 -11.86 -9.45
F -6.11 -13.36 -12.06
F 0.79 -12.32 -10.72
F -6.51 -9.66 -10.86
F -3.46 -13.18 -9.27
F -2.26 -11.82 -14.19
O -3.33 -11.19 -10.49
O -1.93 -13.81 -12.95
O -2.32 -9.03 -12.15
O -6.76 -10.02 -13.86
O -0.53 -10.24 -10.66
O 0.30 -11.35 -8.56
O -2.93 -13.77 -15.33
O -5.42 -14.87 -13.88
O -2.50 -11.39 -8.10
O -4.06 -14.63 -11.70
N -1.47 -12.66 -10.00
N -4.30 -12.64 -13.18
N -2.82 -7.81 -12.52
N -6.40 -9.35 -14.96
C -2.58 -8.29 -14.95
C -3.49 -5.42 -11.89
C -6.21 -7.36 -13.67
C -0.70 -7.32 -13.74
C -2.99 -6.82 -11.39
C -6.06 -7.32 -16.19
C -2.88 -5.87 -14.29
C -6.31 -8.06 -17.51
C -6.06 -9.60 -17.39
C -6.58 -10.27 -16.10
C -8.07 -10.72 -16.20
C -1.60 -6.60 -10.71
C -5.73 -11.63 -15.88
C -8.28 -7.63 -15.05
C -6.80 -7.96 -14.96
C -2.73 -4.89 -13.12
C -4.05 -7.34 -10.45
C -2.24 -7.31 -13.78
Be -4.64 -10.41 -12.28
H -8.69 -9.82 -16.20
H -4.69 -11.33 -15.70
H -6.67 -7.58 -12.70
H -6.31 -6.26 -16.25
H -7.34 -7.90 -17.83
H -1.04 -5.82 -11.22
H -0.18 -7.23 -14.69
H -8.87 -8.36 -14.50
H -8.61 -6.64 -14.73
H -6.63 -10.04 -18.21
H -6.29 -6.27 -13.63
H -0.39 -6.38 -13.28
H -1.74 -6.40 -9.65
H -1.68 -4.64 -13.00
H -6.14 -12.27 -15.11
H -4.99 -7.43 -16.01
H -8.27 -11.21 -17.15
H -0.11 -8.14 -13.33
H -3.25 -3.99 -13.46
H -8.63 -7.78 -16.08
H -3.24 -4.74 -11.07
H -4.53 -5.32 -12.19
H -4.29 -6.71 -9.59
H -2.37 -5.34 -15.10
H -5.71 -12.24 -16.79
H -1.36 -8.95 -12.10
H -3.89 -6.02 -14.68
H -5.00 -9.81 -17.57
H -1.87 -9.10 -15.08
H -3.77 -8.30 -10.01
H -7.72 -9.96 -13.93
H -1.06 -7.54 -10.61
H -5.68 -7.61 -18.28
H -5.16 -7.58 -13.49
H -2.57 -7.76 -15.90
H -4.92 -7.37 -11.10
H -8.33 -11.48 -15.46
H -3.56 -8.73 -14.77
*
```

---

[2]
Below is a single C5H8O molecule at a distorted geometry, with properties calculated with ωB97M-V/def2-TZVPD.

Calculated values
HOMO-LUMO gap = 9.35 eV
E = -7360.3425 eV
structure (SMILES) = OC1=CCCC1
strongest force on any atom = 0.04365 hartree/bohr
ΔE to the lowest compared entry with this formula, charge and spin = 184.6 kJ/mol
highest occupied orbital energy = -8.42 eV

```
! wB97M-V def2-TZVPD RIJCOSX def2/J DEFGRID3
* xyz 0 1
O 1.64 -0.34 1.72
C -0.45 -0.85 0.63
C -1.02 -0.60 -0.75
C 0.89 0.87 -0.34
C -0.58 0.86 -0.77
C 0.69 -0.15 0.77
H -0.91 -1.49 1.36
H 1.15 1.90 -0.06
H 1.70 0.49 -0.99
H 1.52 -1.26 1.99
H -0.56 -1.34 -1.44
H -2.10 -0.68 -0.89
H -0.99 1.57 -1.49
H -0.97 1.01 0.26
*
```

---

[3]
Below is 2 unconnected molecules or ions with the total composition C4H14NO at a distorted geometry, with properties calculated with ωB97M-V/def2-TZVPD.

Calculated values
HOMO-LUMO gap = 11.97 eV
E = -7906.4325 eV
strongest force on any atom = 0.06225 hartree/bohr
ΔE to the lowest compared entry with this formula, charge and spin = 50.3 kJ/mol
highest occupied orbital energy = -15.20 eV

```
! wB97M-V def2-TZVPD RIJCOSX def2/J DEFGRID3
* xyz 1 1
O -1.88 2.18 0.36
N 0.39 1.01 1.49
C -0.87 -1.41 -0.06
C 0.23 -0.39 -0.59
C 1.15 0.15 0.42
C 1.08 -1.22 -1.58
H 0.05 0.43 2.28
H -0.35 0.36 -1.12
H -1.64 -1.38 -0.81
H -2.30 3.05 0.36
H 1.68 -0.61 -2.26
H 1.07 1.68 1.82
H 1.76 -1.89 -1.05
H -0.46 1.49 1.12
H -2.30 1.57 -0.26
H 1.65 -0.63 0.99
H -0.41 -2.37 0.18
H 0.51 -1.86 -2.25
H -1.21 -1.04 0.92
H 1.84 0.89 0.03
*
```

---

[4]
Below is a single C20H23ClN2O3 molecule, with properties calculated with ωB97M-V/def2-TZVPD.

Calculated values
HOMO-LUMO gap = 9.33 eV
E = -42759.7786 eV
structure (SMILES) = CCN(CC(=O)NCc1ccc(Cl)cc1)C(=O)Cc1ccc(OC)cc1
strongest force on any atom = 0.01250 hartree/bohr
ΔE to the lowest compared entry with this formula, charge and spin = 0.0 kJ/mol
highest occupied orbital energy = -8.63 eV

```
! wB97M-V def2-TZVPD RIJCOSX def2/J DEFGRID3
* xyz 0 1
Cl 3.31 -3.01 -1.34
O -3.15 -2.56 0.11
O -2.59 1.81 0.92
O 4.06 1.49 0.33
N -2.69 0.64 -0.99
N -2.27 -0.96 1.45
C 1.95 -1.54 0.45
C 1.84 2.16 1.10
C 1.97 -2.70 -0.30
C -3.66 -0.25 -0.37
C -1.33 2.72 -0.89
C -1.01 -0.82 -2.06
C 2.32 1.73 -1.21
C -2.25 1.69 -0.25
C -0.18 -2.19 1.36
C 4.56 1.56 1.64
C 0.53 2.45 0.76
C 0.93 -3.62 -0.22
C -3.00 -1.40 0.41
C 0.10 2.39 -0.56
C 0.86 -1.28 1.27
C -2.13 0.20 -2.25
C -0.14 -3.36 0.61
C 1.01 2.02 -1.54
C -1.41 -1.87 2.19
C 2.75 1.80 0.11
H -0.17 2.72 1.53
H -1.38 -1.72 -1.59
H -0.59 -1.08 -3.03
H -1.97 -2.78 2.39
H 0.83 -0.36 1.84
H 0.96 -4.52 -0.81
H -4.27 0.34 0.32
H 5.61 1.29 1.57
H -0.96 -4.05 0.66
H -2.21 0.04 1.61
H 4.47 2.57 2.05
H -1.59 3.67 -0.42
H -1.13 -1.38 3.13
H 3.03 1.45 -1.97
H 0.70 1.97 -2.58
H -1.48 2.81 -1.96
H -2.94 -0.25 -2.83
H 2.14 2.23 2.13
H -1.76 1.06 -2.81
H 4.05 0.85 2.30
H -0.21 -0.40 -1.45
H -4.29 -0.68 -1.15
H 2.76 -0.84 0.37
*
```